Entry from OMol25: a molecular structure, C27H23F2N7O4PSn (wB97M-V/def2-TZVPD).

Element x y z (Å)
Sn 0.9077 -2.1266 1.6488
N 2.3981 -0.9401 0.2750
N 3.1605 -0.1609 1.1681
C 3.3898 -0.7107 2.4532
O 4.2911 -0.2790 3.1221
O 2.5370 -1.6511 2.7802
H 2.9680 -1.5869 -0.2668
H 1.8880 -0.3394 -0.3646
H 3.9935 0.2602 0.7819
N 1.2856 -4.7271 -2.2424
C 0.9994 -3.5277 -1.7309
N 1.4082 -3.4923 -0.4764
C 1.9306 -4.7380 -0.2778
N 1.8878 -5.5201 -1.3265
C 2.4938 -5.1106 1.0307
C 3.3360 -6.1946 1.2187
N 3.8409 -6.4783 2.4147
C 3.5146 -5.6650 3.4170
C 2.6827 -4.5706 3.2362
N 2.1525 -4.3127 2.0414
H 1.1061 -5.0765 -3.1702
H 0.5081 -2.7323 -2.2742
H 3.6184 -6.8233 0.3832
H 3.9259 -5.8881 4.3931
H 2.4397 -3.8983 4.0488
O 0.0584 0.2513 2.6838
C -0.3838 0.9708 1.8280
O -0.3894 0.5544 0.5186
C -0.9692 2.3087 1.9486
C -1.0236 3.0671 3.1121
C -1.5950 4.3228 3.0288
C -2.1009 4.7869 1.8113
C -2.0384 4.0103 0.6619
C -1.4571 2.7524 0.7356
P -1.2326 1.4950 -0.6239
C -2.9967 1.1384 -0.8008
C -3.7231 1.5185 -1.9276
C -5.0543 1.1459 -2.0551
C -5.6568 0.3831 -1.0665
C -4.9339 0.0067 0.0596
C -3.6062 0.3844 0.1980
C -0.2592 2.5873 -1.6989
C 0.9102 3.1104 -1.1485
C 1.8092 3.7941 -1.9548
C 1.5299 3.9890 -3.3013
C 0.3520 3.4975 -3.8457
C -0.5315 2.7786 -3.0535
H -0.6235 2.6831 4.0428
H -1.6485 4.9520 3.9081
H -2.5482 5.7723 1.7666
H -2.4379 4.3874 -0.2739
H -3.2658 2.1238 -2.7020
H -5.6189 1.4524 -2.9268
H -6.6918 0.0831 -1.1697
H -5.4052 -0.5812 0.8366
H -3.0607 0.0861 1.0857
H 1.1219 2.9940 -0.0912
H 2.7236 4.1850 -1.5271
H 2.2310 4.5253 -3.9276
H 0.1217 3.6710 -4.8891
H -1.4348 2.3793 -3.4985
F -1.2689 -1.2129 -1.3427
C -0.8352 0.0039 -1.8302
F 0.5341 -0.1760 -2.0285
H -1.2650 0.1079 -2.8256

Properties
M   697.207 u
LUMO   -2.9 eV
HOMO level   -11.7 eV
F_max   0.8 eV/Å
Total charge   +1
Orbital gap   0.32618 Ha

Entry from OMol25: a single C2HN3O2 molecule at a distorted geometry (wB97M-V/def2-TZVPD).

Element x y z (Å)
O 0.9975 -1.7262 0.5687
C 0.6104 -0.6412 0.2075
C -0.7324 -0.1338 0.7167
N -1.3300 0.7125 -0.0308
O -0.5195 1.3089 -0.9909
N 0.7655 1.0149 -1.3096
N 1.3898 0.0841 -0.7398
H -1.1813 -0.6192 1.5783

Properties
M   99.049 u
LUMO   -0.9 eV
SMILES string   O=c1cnonn1
HOMO level   -10.5 eV
F_max   2.6 eV/Å
Orbital gap   0.35191 Ha

Entry from OMol25: 2 unconnected molecules or ions with the total composition C6H9NO at a distorted geometry (wB97M-V/def2-TZVPD).

Element x y z (Å)
C 3.7159 2.2498 0.8588
C 2.4119 2.1137 1.1026
C 1.4322 3.0931 0.5230
C 0.0812 3.0875 1.1992
O 1.7789 3.9843 -0.2236
H 4.4775 1.6616 1.3434
H 4.0643 3.0491 0.2222
H 2.0561 1.4787 1.9026
H 0.1921 3.2934 2.2629
H -0.3515 2.0927 1.1062
H -0.5592 3.8521 0.7671
C -3.5598 -5.7966 -1.4557
C -2.9009 -4.7332 -1.8086
N -2.4839 -3.6148 -2.1313
H -3.2122 -6.7939 -1.6552
H -4.4948 -5.7467 -0.9255
H -2.6478 -3.2709 -3.0881

Properties
M   111.144 u
LUMO   0.4 eV
SMILES string   C=CC(C)=O.C=C=N
HOMO level   -9.2 eV
F_max   2.5 eV/Å
Orbital gap   0.35344 Ha

Entry from OMol25: a single C19H25N5O5 molecule at a distorted geometry (wB97M-V/def2-TZVPD).

Element x y z (Å)
C -4.7978 -1.6904 -0.0237
C -3.6683 -2.8124 0.0607
C -2.2420 -2.1943 -0.1657
C -1.3082 -3.4201 0.0326
O -0.1340 -3.0340 -0.0226
C 0.4880 -2.1553 0.6728
O -0.0836 -1.9844 1.7719
C 1.8463 -1.6305 0.4481
C 2.5505 -1.7661 -0.5451
C 2.2638 -3.2030 -1.5050
N 3.7229 -1.2590 -0.8584
C 4.2631 -0.5507 -0.0371
N 5.3915 0.3921 0.1385
N 5.2527 1.1071 1.0195
N 4.0869 0.9559 1.8719
N 3.5017 -0.1208 1.1555
C 2.0920 -0.4613 1.4522
C 1.2163 0.7980 1.0675
C 0.1526 1.0502 2.2227
C -0.8319 1.9557 1.7831
C -0.9809 2.7124 0.8081
O -1.8213 3.5227 0.3832
C -2.7016 4.1092 1.3996
C 0.0409 2.3972 -0.3111
O 0.0843 2.7845 -1.5551
C -1.1490 3.3631 -2.2628
C 0.9884 1.3896 0.0691
O 1.9647 1.1486 -1.3110
C 2.8602 2.0416 -1.6030
H -5.8310 -2.0293 -0.0094
H -4.6002 -1.2046 -1.2073
H -4.6038 -0.9795 0.7113
H -4.1549 -3.5353 -0.6038
H -3.8834 -3.1773 1.0187
H -2.1604 -2.0219 -1.1071
H -2.1674 -1.3935 0.4723
H -1.4862 -4.3780 -0.8078
H -1.4748 -3.8626 1.1333
H 1.7967 -3.8672 -1.0949
H 3.3704 -3.4185 -2.0793
H 1.6516 -2.8325 -2.2077
H 4.3205 -1.6467 -1.5027
H 1.9190 -0.6447 2.6609
H 0.2907 0.4128 3.2124
H -1.5977 2.3229 2.7561
H -3.3464 4.6808 0.7431
H -2.2754 4.3268 2.5323
H -3.3773 3.0841 1.6384
H -0.9825 3.2947 -3.4071
H -1.4370 4.2702 -1.8174
H -1.9852 2.4033 -2.0675
H 3.4909 1.3479 -2.2692
H 2.2240 2.9164 -2.1714
H 3.2514 2.4860 -0.6825

Properties
M   403.439 u
LUMO   0.2 eV
SMILES string   CCCCOC(=O)C1=C(C)Nc2nnnn2[C@H]1c1ccc(OC)c(OC)c1OC
HOMO level   -7.3 eV
F_max   18.5 eV/Å
Orbital gap   0.27577 Ha

Entry from OMol25: a gas-phase ion, C10H14N4 (charge +2) at a distorted geometry (wB97M-V/def2-TZVPD).

Element x y z (Å)
N -0.7185 -1.5033 -1.5790
C -0.5958 -0.4724 -0.6694
C 0.8059 -0.1618 -0.2522
C 1.1381 1.1659 0.2514
C 2.3684 1.6457 0.5383
C 3.4653 0.6070 0.5118
C 3.1799 -0.6562 -0.0147
C 1.8761 -1.0186 -0.3419
N -1.1333 0.7816 -1.2915
C -2.1833 1.4913 -0.6363
C -2.6816 1.1945 0.5816
N -2.3505 0.0207 1.2611
C -1.3764 -0.7795 0.8273
N -0.9407 -1.9152 1.3565
H -1.7163 -1.7086 -1.7645
H -0.2438 -2.3948 -1.4283
H 0.2395 1.8494 0.3894
H 2.3500 2.6839 0.7726
H 4.3670 0.9481 0.8763
H 4.0123 -1.2868 -0.0877
H 1.8512 -2.0160 -0.7758
H -1.3123 0.5013 -2.2438
H -0.3719 1.4576 -1.1742
H -2.4027 2.4802 -1.1448
H -3.3334 2.0247 1.0639
H -2.9587 -0.3105 1.9728
H -0.1517 -2.2389 0.7957
H -1.1828 -2.3891 2.2053

Properties
M   190.250 u
LUMO   -8.0 eV
SMILES string   N[C@@]1(c2ccccc2)[NH2+]C=CNC1=[NH2+]
HOMO level   -16.3 eV
F_max   4.9 eV/Å
Total charge   +2
Orbital gap   0.30814 Ha

Energy above the lowest of the compared OMol25 structures with the same formula, charge and spin, record by record: 0.0 523.4 259.4 2249.3 42.5 kJ/mol
Energy, record by record: -2482.1991 -391.4014 -363.9255 -1388.2069 -607.7968 a.u.